1.
{"formula": "C26H39N8O3SV", "method": "ωB97M-V/def2-TZVPD", "species": ["V", "O", "C", "C", "C", "C", "C", "C", "C", "O", "N", "N", "C", "C", "C", "C", "C", "C", "C", "O", "H", "H", "H", "H", "H", "H", "H", "H", "H", "H", "N", "C", "C", "C", "N", "C", "C", "N", "C", "H", "H", "H", "H", "H", "H", "H", "H", "H", "H", "H", "H", "H", "H", "H", "H", "N", "C", "H", "C", "N", "C", "C", "S", "N", "C", "C", "H", "H", "H", "H", "H", "H", "H", "H", "H", "H", "H", "H"], "xyz": [[0.937, 0.026, 0.389], [-1.160, 1.972, -2.800], [-1.911, 2.797, -2.038], [-2.949, 3.476, -2.678], [-3.768, 4.321, -1.964], [-3.573, 4.520, -0.592], [-2.558, 3.847, 0.043], [-1.718, 2.963, -0.657], [-0.706, 2.191, 0.063], [0.192, 1.517, -0.627], [-0.733, 2.120, 1.371], [0.344, 1.317, 1.771], [0.905, 1.562, 2.900], [2.193, 1.016, 3.248], [2.703, 1.243, 4.536], [4.001, 0.914, 4.850], [4.831, 0.387, 3.858], [4.361, 0.171, 2.577], [3.037, 0.459, 2.265], [2.615, 0.233, 1.003], [-0.404, 1.671, -2.262], [-3.079, 3.328, -3.741], [-4.560, 4.851, -2.476], [-4.200, 5.210, -0.046], [-2.364, 4.021, 1.094], [0.450, 2.300, 3.559], [2.062, 1.702, 5.280], [4.384, 1.086, 5.845], [5.862, 0.157, 4.090], [5.002, -0.219, 1.798], [-2.953, 1.592, 2.561], [-2.914, 0.259, 1.862], [-3.534, 0.399, 0.488], [-3.103, -0.812, -0.333], [-1.649, -0.675, -0.605], [-3.534, -2.093, 0.383], [-3.220, -2.184, 1.881], [-1.799, -2.479, 2.100], [-3.572, -0.876, 2.618], [-2.254, 2.199, 2.066], [-2.684, 1.516, 3.542], [-3.879, 2.020, 2.519], [-1.853, 0.032, 1.755], [-3.222, 1.319, -0.010], [-4.625, 0.419, 0.573], [-3.636, -0.779, -1.287], [-1.557, 0.038, -1.325], [-1.308, -1.524, -1.050], [-3.148, -2.976, -0.133], [-4.621, -2.137, 0.280], [-3.853, -2.974, 2.297], [-1.489, -3.180, 1.435], [-1.669, -2.886, 3.020], [-3.223, -0.939, 3.653], [-4.658, -0.751, 2.637], [1.375, -2.512, 2.207], [0.867, -1.692, 1.574], [1.643, -3.322, 2.732], [3.590, -3.411, -1.496], [3.328, -2.697, -2.740], [3.755, -3.417, -3.945], [2.443, -1.692, -2.791], [1.224, -1.559, -1.566], [2.477, -0.837, -3.809], [3.693, -0.589, -4.591], [1.399, 0.115, -4.072], [4.597, -3.821, -1.555], [2.879, -4.228, -1.354], [3.534, -2.729, -0.652], [3.569, -4.479, -3.781], [4.815, -3.277, -4.151], [3.170, -3.101, -4.803], [4.564, -0.961, -4.059], [3.794, 0.489, -4.706], [3.640, -1.041, -5.580], [0.438, -0.308, -3.797], [1.400, 0.337, -5.137], [1.563, 1.040, -3.516]], "gap_ev": [7.7788, 7.8148], "de_lowest_ev": 1.415, "total_charge": 2, "e_tot_ha": -3019.68548, "spin_multiplicity": 3, "lumo_ev": [-5.5, -5.6], "molar_mass_g_mol": 594.662, "e_homo_ev": [-13.31, -13.38]}

=====

2.
{"formula": "C26H39O20Pt", "method": "ωB97M-V/def2-TZVPD", "species": ["Pt", "C", "C", "O", "O", "H", "H", "H", "C", "C", "C", "O", "C", "O", "O", "H", "H", "H", "H", "H", "H", "C", "C", "C", "O", "C", "O", "O", "H", "H", "H", "H", "H", "H", "C", "C", "C", "O", "C", "O", "O", "H", "H", "H", "H", "H", "H", "C", "C", "C", "O", "C", "O", "O", "H", "H", "H", "H", "H", "H", "C", "C", "C", "O", "C", "O", "O", "H", "H", "H", "H", "H", "H", "C", "C", "C", "O", "C", "O", "O", "H", "H", "H", "H", "H", "H"], "xyz": [[2.899, -3.205, -1.287], [0.100, -0.224, -0.549], [1.134, -1.283, -0.759], [0.900, -2.458, -0.605], [2.235, -0.959, -1.171], [0.339, 0.727, -0.071], [-0.597, -0.672, 0.160], [-0.330, 0.077, -1.504], [-2.147, 3.355, 5.796], [-1.561, 3.767, 4.402], [-0.141, 3.297, 4.121], [-0.229, 2.762, 2.868], [-1.484, 2.665, 2.479], [-1.824, 2.189, 1.342], [-2.349, 3.130, 3.402], [-3.095, 3.788, 6.112], [-1.427, 3.527, 6.596], [-2.378, 2.290, 5.813], [-1.734, 4.842, 4.347], [0.268, 2.701, 4.937], [0.400, 4.240, 4.035], [-1.076, -1.729, -3.923], [-2.032, -1.054, -4.867], [-3.291, -1.872, -5.238], [-4.269, -0.889, -5.195], [-3.885, 0.145, -4.471], [-4.563, 1.164, -4.327], [-2.590, 0.049, -4.140], [-0.492, -2.498, -4.430], [-1.598, -2.104, -3.043], [-0.332, -1.056, -3.497], [-1.517, -0.714, -5.766], [-3.541, -2.643, -4.509], [-3.220, -2.380, -6.200], [0.332, -0.936, 3.120], [0.517, -2.425, 3.203], [1.891, -2.837, 3.816], [1.566, -3.720, 4.894], [0.205, -3.780, 5.108], [-0.384, -4.543, 5.838], [-0.384, -3.001, 4.098], [1.107, -0.445, 2.531], [0.418, -0.487, 4.109], [-0.593, -0.671, 2.606], [0.537, -2.919, 2.231], [2.604, -2.103, 4.191], [2.492, -3.416, 3.115], [-5.065, -4.648, -0.047], [-3.710, -4.258, 0.390], [-2.899, -3.322, -0.530], [-2.719, -2.176, 0.254], [-3.159, -2.391, 1.534], [-3.036, -1.630, 2.503], [-3.690, -3.611, 1.633], [-5.557, -3.700, -0.265], [-5.718, -5.121, 0.685], [-5.061, -5.167, -1.006], [-3.125, -5.171, 0.497], [-3.465, -3.148, -1.445], [-1.959, -3.791, -0.823], [4.357, 3.066, -0.605], [3.207, 2.886, 0.389], [3.608, 2.433, 1.767], [2.830, 3.197, 2.561], [2.315, 4.305, 1.876], [1.778, 5.270, 2.419], [2.691, 4.180, 0.609], [4.753, 2.075, -0.827], [5.203, 3.545, -0.113], [4.193, 3.671, -1.496], [2.365, 2.287, 0.043], [4.621, 2.601, 2.133], [3.293, 1.392, 1.707], [1.779, 2.429, -3.121], [2.885, 1.483, -3.621], [2.566, 0.440, -4.692], [3.777, 0.512, -5.485], [4.415, 1.585, -5.221], [5.460, 1.905, -5.813], [3.920, 2.234, -4.170], [1.467, 2.997, -3.997], [2.293, 3.127, -2.461], [1.053, 1.842, -2.558], [3.325, 0.842, -2.858], [1.705, 0.683, -5.315], [2.427, -0.546, -4.248]], "gap_ev": [4.6863, 3.4521], "de_lowest_ev": 7.531, "total_charge": 1, "e_tot_ha": -2637.77579, "spin_multiplicity": 3, "lumo_ev": [-7.9, -9.2], "molar_mass_g_mol": 866.656, "e_homo_ev": [-12.62, -12.62]}

=====

3.
{"formula": "C26H39O20Pt", "method": "ωB97M-V/def2-TZVPD", "species": ["Pt", "C", "C", "O", "O", "H", "H", "H", "C", "C", "C", "O", "C", "O", "O", "H", "H", "H", "H", "H", "H", "C", "C", "C", "O", "C", "O", "O", "H", "H", "H", "H", "H", "H", "C", "C", "C", "O", "C", "O", "O", "H", "H", "H", "H", "H", "H", "C", "C", "C", "O", "C", "O", "O", "H", "H", "H", "H", "H", "H", "C", "C", "C", "O", "C", "O", "O", "H", "H", "H", "H", "H", "H", "C", "C", "C", "O", "C", "O", "O", "H", "H", "H", "H", "H", "H"], "xyz": [[-0.966, 0.326, -0.002], [-4.657, 0.982, 1.700], [-3.324, 0.702, 1.050], [-2.988, 1.240, -0.041], [-2.541, -0.119, 1.527], [-4.416, 1.366, 2.691], [-5.181, 0.026, 1.704], [-5.218, 1.764, 1.189], [-0.185, 4.546, -5.148], [-0.367, 4.621, -3.650], [-1.782, 4.765, -3.108], [-2.115, 3.452, -2.611], [-0.973, 2.731, -2.516], [-0.892, 1.645, -1.956], [0.083, 3.438, -3.070], [-0.913, 3.869, -5.595], [0.773, 4.140, -5.471], [-0.326, 5.531, -5.592], [0.095, 5.528, -3.262], [-2.337, 5.152, -3.963], [-1.800, 5.481, -2.286], [1.354, -5.825, 2.012], [1.354, -4.794, 0.931], [0.344, -5.111, -0.132], [-0.284, -3.860, -0.381], [0.053, -3.019, 0.583], [-0.497, -1.929, 0.662], [0.937, -3.585, 1.443], [1.984, -5.566, 2.862], [1.636, -6.781, 1.571], [0.332, -6.036, 2.328], [2.346, -4.714, 0.488], [-0.519, -5.721, 0.135], [0.755, -5.590, -1.020], [4.233, -1.448, 3.845], [2.770, -1.767, 3.635], [1.853, -1.430, 4.749], [0.765, -0.815, 4.066], [1.160, -0.440, 2.871], [0.473, 0.207, 2.059], [2.422, -0.872, 2.673], [4.703, -2.327, 4.285], [4.331, -0.558, 4.468], [4.771, -1.314, 2.907], [2.604, -2.784, 3.282], [2.319, -0.780, 5.489], [1.493, -2.288, 5.317], [-5.279, -2.263, 0.083], [-4.374, -2.873, -0.989], [-4.658, -2.403, -2.384], [-3.588, -1.591, -2.723], [-2.669, -1.592, -1.737], [-1.584, -1.037, -1.689], [-3.088, -2.396, -0.736], [-5.816, -1.370, -0.237], [-4.753, -2.093, 1.023], [-6.161, -2.886, 0.226], [-4.452, -3.958, -0.931], [-5.592, -1.870, -2.564], [-4.734, -3.221, -3.099], [4.517, -2.853, -0.152], [4.182, -1.534, -0.871], [3.816, -1.773, -2.301], [2.551, -1.145, -2.465], [2.129, -0.666, -1.228], [1.096, -0.036, -0.949], [3.009, -0.943, -0.339], [4.402, -2.805, 0.931], [5.570, -3.105, -0.275], [3.974, -3.742, -0.474], [4.989, -0.807, -0.962], [3.668, -2.844, -2.443], [4.546, -1.466, -3.050], [0.178, 6.793, -0.379], [0.844, 5.624, 0.298], [0.386, 5.558, 1.748], [0.198, 4.203, 1.985], [0.140, 3.552, 0.819], [-0.207, 2.382, 0.622], [0.283, 4.443, -0.149], [0.510, 6.675, -1.410], [0.538, 7.732, 0.041], [-0.892, 6.628, -0.503], [1.932, 5.677, 0.282], [-0.506, 6.171, 1.872], [1.234, 5.794, 2.390]], "gap_ev": [11.6946, 7.7435], "total_charge": 2, "e_tot_ha": -2637.63354, "spin_multiplicity": 4, "lumo_ev": [-3.6, -7.5], "molar_mass_g_mol": 866.656, "e_homo_ev": [-15.33, -15.27]}